Entry 1:
DFT (ωB97M-V/def2-TZVPD) results for a cluster of 2 separate species, C4H12S2 in total in a non-equilibrium geometry.

Last column: Mulliken charge in e.
Atoms and positions in Å:
C  -0.08  2.89  -0.05  -0.80
S  -1.03  2.89  1.61  -0.08
C  0.39  3.51  2.67  -0.89
H  0.47  1.98  -0.29  0.28
H  0.69  3.69  -0.09  0.28
H  -0.89  3.18  -0.67  0.29
H  0.55  2.90  3.58  0.28
H  1.18  3.95  2.27  0.37
H  -0.01  4.47  3.13  0.28
C  -0.36  -4.25  -0.45  -0.77
S  -0.55  -4.08  -2.27  -0.08
C  0.10  -2.30  -2.26  -0.91
H  -1.37  -3.79  -0.03  0.23
H  0.56  -3.82  -0.10  0.23
H  -0.49  -5.20  -0.18  0.37
H  0.59  -2.40  -3.17  0.37
H  -0.74  -1.58  -2.04  0.26
H  1.00  -2.05  -1.66  0.31

Its structure (SMILES) is CSC.CSC. As for the energy above the lowest of the compared OMol25 structures with the same formula, charge and spin: 2.4912 eV. The lowest unoccupied orbital energy comes out at 0.7515 eV. The HOMO-LUMO gap comes out at 0.34202 Ha. The value obtained for the highest occupied orbital energy is -8.6 eV.

=====

Entry 2:
DFT (ωB97M-V/def2-TZVPD) results for a cluster of 3 separate species, C36H20F8NO8S2 in total in a non-equilibrium geometry.

Last column: Mulliken charge in e.
Atoms and positions in Å:
O  0.85  2.31  0.90  -0.51
S  0.37  3.23  -0.22  1.07
O  -0.16  4.51  0.37  -0.61
C  -1.00  2.46  -1.20  -0.07
C  -2.34  3.26  -1.43  -0.26
C  -3.49  2.55  -2.23  0.17
S  -5.10  3.51  -2.44  1.04
O  -5.88  3.10  -3.66  -0.56
O  -4.77  5.00  -2.59  -0.59
C  -6.01  3.34  -0.82  0.58
F  -5.16  2.66  0.13  -0.21
F  -6.28  4.61  -0.27  -0.21
C  -7.38  2.50  -0.89  0.61
F  -7.58  1.95  0.42  -0.22
F  -7.36  1.40  -1.77  -0.18
F  -8.44  3.41  -1.10  -0.19
C  -3.29  1.11  -2.78  -0.41
C  -1.91  0.42  -2.49  -0.24
N  -0.88  1.10  -1.73  0.06
C  1.88  3.66  -1.24  0.69
F  2.10  5.06  -1.09  -0.18
F  1.75  3.40  -2.62  -0.21
F  3.00  2.89  -0.78  -0.14
H  -2.47  4.32  -1.01  0.44
H  -4.13  0.59  -3.38  0.44
H  -1.74  -0.64  -2.85  0.39
H  0.00  0.58  -1.54  0.27
C  8.26  2.13  -0.72  -0.46
C  6.94  2.53  -0.92  -0.46
C  5.96  1.59  -1.20  -0.59
C  6.29  0.24  -1.28  0.13
C  7.61  -0.17  -1.09  0.46
C  8.60  0.78  -0.80  -0.66
C  7.99  -1.59  -1.22  0.55
O  9.14  -1.95  -1.06  -0.66
C  6.94  -2.58  -1.57  0.20
C  7.29  -3.92  -1.75  -0.57
C  6.31  -4.86  -2.06  -0.47
C  4.98  -4.47  -2.18  -0.50
C  4.63  -3.13  -2.00  -0.49
C  5.61  -2.19  -1.71  0.20
C  5.23  -0.76  -1.56  0.59
O  4.07  -0.42  -1.66  -0.75
H  9.02  2.87  -0.49  0.39
H  6.68  3.58  -0.87  0.42
H  4.93  1.91  -1.36  0.53
H  9.62  0.47  -0.64  0.48
H  8.33  -4.23  -1.65  0.47
H  6.59  -5.90  -2.20  0.40
H  4.22  -5.20  -2.41  0.39
H  3.59  -2.83  -2.10  0.42
C  -1.20  0.33  5.08  -0.53
C  -0.58  0.40  3.83  -0.58
C  -1.14  -0.26  2.74  -0.62
C  -2.31  -1.00  2.90  0.33
C  -2.91  -1.10  4.15  0.35
C  -2.36  -0.42  5.24  -0.61
C  -4.12  -1.93  4.34  0.53
O  -4.65  -2.01  5.43  -0.65
C  -4.67  -2.66  3.17  0.21
C  -5.78  -3.49  3.34  -0.58
C  -6.31  -4.17  2.25  -0.49
C  -5.74  -4.02  0.98  -0.55
C  -4.63  -3.20  0.81  -0.53
C  -4.09  -2.52  1.91  0.26
C  -2.89  -1.68  1.73  0.62
O  -2.38  -1.53  0.63  -0.76
H  -0.76  0.85  5.92  0.41
H  0.33  0.97  3.70  0.47
H  -0.66  -0.20  1.77  0.50
H  -2.83  -0.48  6.22  0.49
H  -6.23  -3.62  4.32  0.48
H  -7.17  -4.82  2.38  0.41
H  -6.16  -4.54  0.13  0.41
H  -4.19  -3.08  -0.17  0.45

The lowest unoccupied orbital energy comes out at -6.7177 eV. The charge is +1. The HOMO-LUMO gap comes out at 0.17472 Ha. The value obtained for the highest occupied orbital energy is -11.5 eV.

=====

Entry 3:
DFT (ωB97M-V/def2-TZVPD) results for the ion C6H13N2O with charge +1 in a non-equilibrium geometry.

Last column: Mulliken charge in e.
Atoms and positions in Å:
C  -1.19  0.24  0.01  0.33
C  -0.68  -2.19  -0.03  -0.57
C  0.78  -1.83  -0.36  -0.41
C  0.91  0.50  0.33  0.89
C  1.05  1.30  1.62  -1.17
C  1.18  1.24  -0.90  -1.22
N  -1.67  -1.00  -0.16  -0.16
N  -2.08  1.31  -0.20  -0.43
O  1.25  -0.79  0.56  -0.33
H  -0.97  -2.95  -0.76  0.42
H  -0.74  -2.65  1.05  0.27
H  1.32  -2.78  -0.17  0.36
H  0.83  -1.57  -1.43  0.29
H  2.19  1.15  1.57  0.35
H  0.63  0.83  2.47  0.35
H  0.93  2.43  1.63  0.31
H  0.71  2.28  -0.99  0.34
H  0.90  0.82  -1.89  0.32
H  2.31  1.26  -0.92  0.37
H  -2.65  -1.07  -0.47  0.25
H  -1.92  2.27  -0.36  0.23
H  -3.08  1.19  -0.57  0.21

As for the energy above the lowest of the compared OMol25 structures with the same formula, charge and spin: 2.9970 eV. The lowest unoccupied orbital energy comes out at -3.0782 eV. The charge is +1. The HOMO-LUMO gap comes out at 0.39806 Ha. The value obtained for the highest occupied orbital energy is -13.9 eV.

=====

Entry 4:
DFT (ωB97M-V/def2-TZVPD) results for the molecule CH3INPS in a non-equilibrium geometry.

Last column: Mulliken charge in e.
Atoms and positions in Å:
C  -0.52  -0.85  1.27  -0.80
N  0.52  0.37  -0.71  -0.18
P  1.27  1.04  -2.20  0.03
S  0.95  -0.93  0.14  0.08
I  -0.34  2.70  -2.54  -0.02
H  -0.56  0.23  1.25  0.25
H  -0.08  -1.25  2.13  0.35
H  -1.25  -1.32  0.66  0.30

Its structure (SMILES) is CS/N=P/I. As for the energy above the lowest of the compared OMol25 structures with the same formula, charge and spin: 0.0000 eV. The lowest unoccupied orbital energy (spin up / spin down) comes out at -0.8141 / -0.9932 eV. The HOMO-LUMO gap (spin up / spin down) comes out at 0.26055 / 0.26127 Ha. The value obtained for the highest occupied orbital energy (spin up / spin down) is -7.9 / -8.1 eV.

=====

Number 1: DFT total energy -955.8729 Eh. Number 2: DFT total energy -3635.3004 Eh. Number 3: DFT total energy -420.8428 Eh. Number 4: DFT total energy -1131.8338 Eh.